Record 1
70
Properties=species:S:1:pos:R:3:mulliken_charge:R:1 method="wB97M-V/def2-TZVPD" charge=-2 gap_ev=6.126 energy_ev=-84415.390 max_force_ha_per_bohr=0.0178 e_homo_ev=-2.10
Y 0.386 -1.106 -0.320 0.30
O 1.297 -4.569 -2.870 -0.80
C 1.383 -3.630 -2.079 0.09
O 0.916 -2.459 -2.211 -0.54
C 2.124 -3.863 -0.757 0.60
C 2.808 -5.030 -0.446 -0.74
C 3.453 -5.105 0.779 -0.14
C 3.392 -4.035 1.655 -0.76
C 2.652 -2.918 1.282 0.51
N 2.049 -2.858 0.103 0.20
C 2.453 -1.678 2.166 0.04
O 3.189 -1.560 3.143 -0.79
O 1.533 -0.909 1.759 -0.55
H 2.809 -5.838 -1.163 0.50
H 3.998 -6.001 1.053 0.40
H 3.884 -4.033 2.617 0.49
C 3.082 6.448 -3.231 -1.47
C 2.667 5.078 -2.772 0.72
C 1.421 4.876 -2.197 -1.05
C 1.000 3.618 -1.786 1.00
C -0.360 3.469 -1.175 -1.34
C 1.869 2.530 -1.940 0.55
C 3.135 2.712 -2.500 0.95
C 4.095 1.572 -2.671 -1.53
C 3.508 3.986 -2.920 -0.92
C 1.433 1.155 -1.499 1.10
O 0.301 0.742 -1.864 -0.55
O 2.198 0.456 -0.792 -0.71
H 2.917 7.193 -2.452 0.34
H 2.506 6.759 -4.105 0.28
H 4.136 6.468 -3.502 0.35
H 0.754 5.720 -2.063 0.31
H -1.029 2.938 -1.849 0.33
H -0.780 4.449 -0.949 0.35
H -0.324 2.885 -0.256 0.00
H 4.436 1.210 -1.703 0.26
H 4.955 1.885 -3.267 0.37
H 3.616 0.724 -3.161 0.31
H 4.485 4.126 -3.367 0.24
C -5.945 1.198 0.268 -0.32
C -5.138 2.232 0.712 -0.51
C -3.820 1.982 1.060 -0.21
C -3.260 0.706 0.973 -0.15
C -4.093 -0.313 0.510 0.17
C -5.414 -0.080 0.170 -0.76
Si -1.416 0.342 1.392 1.23
C -1.591 -0.589 3.061 0.31
C -2.011 -1.919 3.084 -0.09
C -2.107 -2.631 4.268 -0.75
C -1.770 -2.032 5.472 -0.32
C -1.342 -0.714 5.474 -0.53
C -1.259 -0.008 4.284 -0.29
H -6.977 1.386 -0.004 0.34
H -5.539 3.237 0.792 0.35
H -3.204 2.800 1.416 0.28
H -3.696 -1.317 0.403 0.16
H -6.026 -0.899 -0.189 0.40
H -1.017 1.719 1.888 -0.55
H -2.237 -2.425 2.153 0.06
H -2.428 -3.665 4.245 0.40
H -1.831 -2.591 6.399 0.33
H -1.059 -0.237 6.406 0.33
H -0.915 1.019 4.301 0.27
Cl -1.977 -1.333 -2.335 -0.06
C -2.038 -3.106 -2.180 0.39
Cl -3.498 -3.730 -2.953 -0.22
C -1.922 -3.549 -0.679 0.23
O -2.585 -4.499 -0.301 -0.74
O -1.045 -2.901 -0.040 -0.55
H -1.186 -3.494 -2.740 0.07

---

Record 2
19
Properties=species:S:1:pos:R:3:mulliken_charge:R:1 method="wB97M-V/def2-TZVPD" gap_ev=9.421 energy_ev=-28060.600 max_force_ha_per_bohr=0.0293 e_homo_ev=-8.82 smiles=CCSSCC.O
C -0.977 -0.072 -2.094 -0.52
C -1.093 -1.388 -1.327 -0.52
S -0.931 -1.275 0.489 -0.10
S 0.940 -2.082 0.784 -0.14
C 2.042 -0.612 1.104 -0.35
C 1.455 0.445 1.981 -0.90
H -1.397 -0.150 -3.090 0.37
H 0.056 0.172 -2.303 0.26
H -1.415 0.726 -1.503 -0.19
H -0.361 -2.133 -1.625 0.37
H -2.071 -1.825 -1.512 0.35
H 2.939 -1.092 1.514 0.33
H 2.269 -0.258 0.096 0.28
H 2.222 1.129 2.320 0.37
H 0.963 0.103 2.895 0.32
H 0.773 1.104 1.456 0.09
O -1.910 2.766 0.388 -0.65
H -1.239 2.193 0.777 0.34
H -2.265 2.252 -0.352 0.30